119
Properties=species:S:1:pos:R:3:forces:R:3:lowdin_charge:R:1 method="wB97M-V/def2-TZVPD" lumo_energy_ev=2.4 charge=-1 e_homo_ev=-5.900 gap_ha=0.3040
C -2.513 1.935 2.834 0.2 -0.5 0.3 -0.19
C -1.809 3.286 2.167 0.1 -0.4 0.1 -0.33
C -0.181 3.022 1.890 -2.0 1.9 -0.6 -0.70
Cl 0.586 2.622 3.561 -0.3 0.4 -1.2 0.47
Ga 0.037 1.470 0.515 0.6 -0.4 1.1 0.32
C 1.968 0.745 0.353 1.0 -0.2 -0.2 -0.30
C 2.159 -0.797 0.971 1.4 1.0 0.3 -0.28
C 2.570 -1.906 -0.165 0.2 -0.7 1.0 -0.22
C 1.347 -2.973 -0.534 0.3 0.3 -0.9 -0.20
C -0.095 -2.193 -0.523 0.5 0.7 -0.4 -0.22
C -1.251 -2.850 -1.480 0.5 -0.3 -0.4 -0.19
C -1.895 -4.256 -0.938 0.2 -0.5 -0.3 -0.21
C -1.783 -4.501 0.677 -0.3 -0.5 0.3 -0.22
C -2.595 -3.426 1.608 -0.7 0.0 0.4 -0.21
C -3.862 -2.684 0.880 -1.1 0.5 1.1 -0.20
C -5.232 -3.612 0.788 -0.2 0.3 -0.5 -0.17
C -6.527 -2.762 0.175 -0.4 -1.0 0.6 -0.22
O -6.494 -1.327 0.505 0.3 -0.7 -2.5 -0.27
C -6.207 -0.491 -0.675 0.0 1.6 -0.1 -0.13
P -0.551 2.212 -1.674 3.6 0.2 -3.5 0.62
O 0.790 2.185 -2.568 -4.5 0.2 2.4 -0.49
O -1.166 3.841 -1.698 0.0 -1.9 -2.3 -0.31
O -1.639 1.062 -2.481 -0.7 2.8 2.0 -0.32
H -1.729 1.042 2.890 -1.7 2.1 -0.2 0.03
H -2.894 2.111 3.937 0.7 -0.2 -2.3 0.06
H -3.413 1.535 2.181 1.8 0.9 1.3 0.07
H -2.365 3.488 1.130 1.5 -0.3 2.1 0.10
H -1.939 4.251 2.858 0.1 -2.2 -1.4 0.10
H 0.247 4.058 1.508 -0.6 -2.1 1.1 0.06
H -1.058 0.354 0.896 0.2 0.1 -0.2 -0.02
H 2.303 0.813 -0.782 -0.6 -0.3 2.3 0.05
H 2.662 1.481 0.963 -1.3 -1.4 -1.2 0.05
H 3.099 -0.705 1.701 -2.0 -0.4 -1.4 0.10
H 1.257 -1.099 1.658 1.7 0.4 -1.5 0.09
H 3.481 -2.527 0.292 -1.9 1.2 -1.1 0.10
H 2.999 -1.347 -1.099 -1.1 -1.1 1.6 0.10
H 1.554 -3.357 -1.640 -0.5 0.7 2.2 0.10
H 1.368 -3.938 0.169 -0.1 2.2 -1.4 0.11
H -0.401 -2.035 0.596 0.2 -0.4 -2.3 0.07
H 0.115 -1.102 -0.958 -0.5 -2.3 0.9 0.10
H -2.106 -2.075 -1.718 1.8 -1.4 0.7 0.10
H -0.737 -3.092 -2.526 -1.1 0.6 2.1 0.10
H -3.025 -4.319 -1.315 2.4 0.1 1.0 0.11
H -1.349 -5.174 -1.470 -1.1 2.0 1.2 0.10
H -0.667 -4.534 1.071 -2.2 0.1 -1.1 0.10
H -2.226 -5.587 0.898 0.9 2.3 -0.5 0.11
H -3.033 -4.032 2.533 0.9 1.3 -1.9 0.11
H -1.919 -2.579 2.080 -1.2 -1.8 -1.2 0.10
H -3.635 -2.217 -0.168 -0.2 -1.1 2.0 0.09
H -4.158 -1.766 1.585 0.7 -1.9 -1.6 0.12
H -5.057 -4.509 0.056 -0.3 1.5 1.4 0.10
H -5.568 -4.046 1.839 1.0 1.0 -2.1 0.11
H -6.657 -2.934 -0.975 0.4 0.5 2.0 0.11
H -7.513 -3.193 0.691 2.1 0.9 -1.1 0.13
H -6.734 -0.846 -1.663 1.0 0.3 2.0 0.09
H -6.642 0.595 -0.450 0.9 -2.4 -0.3 0.10
H -5.047 -0.331 -0.871 -2.3 -0.7 0.4 0.09
H -1.171 4.118 -2.679 0.1 -0.5 2.0 0.07
H -2.532 1.237 -2.030 1.7 -0.6 -0.9 0.05
C -1.237 2.533 -8.300 0.0 0.0 0.1 -0.12
C -0.957 3.791 -7.769 0.0 -0.1 0.0 -0.11
C -0.537 3.912 -6.445 -0.1 -0.3 -0.1 -0.10
C -0.388 2.773 -5.654 -0.1 0.2 -0.1 -0.08
C -0.665 1.514 -6.186 0.0 0.1 -0.1 -0.08
C -1.094 1.394 -7.508 0.1 0.2 0.1 -0.11
H -1.568 2.439 -9.331 0.0 0.0 0.1 0.09
H -1.066 4.678 -8.388 0.0 -0.1 0.1 0.09
H -0.325 4.894 -6.030 0.0 -0.1 0.0 0.10
H -0.056 2.867 -4.623 0.1 -0.2 -0.1 0.06
H -0.547 0.626 -5.570 0.0 0.2 0.0 0.11
H -1.315 0.413 -7.920 0.0 0.1 0.0 0.09
C 2.812 6.247 5.098 0.0 0.2 -0.1 -0.09
C 2.183 6.001 3.878 0.0 0.1 0.0 -0.09
C 1.853 7.063 3.036 0.1 0.1 0.2 -0.09
C 2.163 8.371 3.410 0.0 -0.2 0.1 -0.10
C 2.796 8.617 4.628 0.0 -0.1 0.0 -0.11
C 3.117 7.555 5.474 -0.1 -0.1 -0.2 -0.11
H 3.066 5.420 5.755 -0.1 0.1 -0.1 0.10
H 1.948 4.982 3.583 0.0 0.2 0.1 0.05
H 1.356 6.872 2.089 0.1 0.0 0.1 0.10
H 1.910 9.198 2.752 0.0 -0.1 0.1 0.10
H 3.038 9.636 4.919 0.0 -0.1 0.0 0.09
H 3.605 7.747 6.426 -0.1 0.0 -0.1 0.09
C 7.738 0.109 -2.763 -0.1 0.0 0.1 -0.11
C 7.079 1.338 -2.753 -0.1 -0.1 0.1 -0.10
C 6.025 1.557 -1.866 0.1 -0.2 0.0 -0.08
C 5.636 0.550 -0.982 0.1 0.0 -0.1 -0.08
C 6.298 -0.677 -0.990 0.1 0.1 -0.1 -0.10
C 7.346 -0.900 -1.882 -0.1 0.2 0.0 -0.11
H 8.558 -0.063 -3.456 -0.1 0.0 0.1 0.09
H 7.386 2.125 -3.437 -0.1 -0.1 0.1 0.10
H 5.507 2.512 -1.864 0.0 -0.2 0.0 0.10
H 4.818 0.723 -0.288 0.1 0.0 -0.1 0.09
H 5.997 -1.461 -0.299 0.0 0.1 -0.1 0.09
H 7.858 -1.858 -1.892 -0.1 0.1 0.0 0.09
C 0.849 0.964 7.795 -0.2 0.0 0.1 -0.09
C -0.092 1.400 6.863 0.0 0.0 0.1 -0.09
C -1.454 1.239 7.118 0.1 -0.1 0.2 -0.08
C -1.875 0.649 8.311 0.2 0.0 -0.1 -0.10
C -0.933 0.216 9.244 0.0 0.1 -0.1 -0.11
C 0.429 0.369 8.985 -0.1 0.1 -0.1 -0.11
H 1.910 1.087 7.594 -0.2 0.0 0.0 0.10
H 0.235 1.866 5.937 -0.1 -0.1 0.2 0.02
H -2.187 1.573 6.389 0.1 0.0 0.1 0.09
H -2.936 0.528 8.512 0.1 0.0 0.0 0.10
H -1.261 -0.241 10.174 0.0 0.1 -0.1 0.09
H 1.162 0.027 9.710 -0.1 0.0 -0.1 0.09
C 0.712 -7.688 -3.894 0.0 0.2 -0.1 -0.10
C 0.083 -7.934 -5.114 0.0 0.1 0.0 -0.11
C -0.247 -6.872 -5.956 0.1 0.1 0.2 -0.10
C 0.063 -5.564 -5.582 0.0 -0.2 0.1 -0.09
C 0.696 -5.319 -4.364 0.0 -0.1 0.0 -0.10
C 1.017 -6.380 -3.518 -0.1 -0.1 -0.2 -0.10
H 0.966 -8.516 -3.237 0.0 0.1 -0.1 0.10
H -0.152 -8.954 -5.408 0.0 0.1 0.0 0.10
H -0.744 -7.063 -6.903 0.1 0.0 0.1 0.10
H -0.190 -4.737 -6.240 0.0 -0.1 0.1 0.10
H 0.938 -4.300 -4.073 0.0 -0.2 0.0 0.09
H 1.505 -6.188 -2.566 -0.1 0.0 -0.1 0.10